Entry 1:
Density functional theory data (ωB97M-V with the def2-TZVPD basis set) for one molecule with the formula C3H2N4S.

CARTESIAN COORDINATES (ANGSTROEM)
N 0.358805 -0.430364 -3.337150
C 0.231678 -0.388375 -2.192198
C 0.125621 -0.318839 -0.742397
N -0.493662 -1.267559 -0.138799
N -0.364707 -1.336915 1.229611
C -0.288036 -0.285551 1.944862
S -0.197079 1.315923 1.230093
N 0.678874 0.816152 -0.141828
H -0.229481 -0.419846 3.041341
H 1.711984 0.852468 -0.067273

Atomic forces in eV per Å
-0.056 0.052 0.658
0.024 -0.077 -0.385
-0.095 -0.164 -0.359
0.177 0.382 -0.114
0.035 0.043 0.185
-0.070 -0.328 0.699
0.029 -0.052 -0.084
0.905 0.027 0.174
-0.001 0.172 -0.699
-0.947 -0.056 -0.075

The gap between HOMO and LUMO comes out at 9.0686 eV. The value obtained for the LUMO energy is -0.790 eV. The energy above the lowest of the compared OMol25 structures with the same formula, charge and spin is 0.971 eV. Its net charge is 0. As for the multiplicity: 1. Its electronic energy is -19936.29577 eV. Its HOMO energy is -0.3623 Eh.



Entry 2:
Density functional theory data (ωB97M-V with the def2-TZVPD basis set) for a 2-piece molecular cluster, C3H2N6 overall in a non-equilibrium geometry.

CARTESIAN COORDINATES (ANGSTROEM)
C -1.155481 0.194616 -1.448264
C 1.514099 0.146094 -0.325733
C 1.077603 0.976068 0.680195
N -0.695509 0.949074 -2.196801
N 1.758483 -0.689924 -1.070724
N -1.127573 -2.640186 0.439200
N -1.277274 -1.688622 -0.116593
N 0.169602 0.458584 1.393994
N -1.522948 -0.578135 -0.440071
H 1.613878 2.000022 0.925009
H -0.354879 0.872408 2.159789

Atomic forces in eV per Å
1.118 -0.357 -0.267
1.211 -1.716 -1.940
-0.314 3.657 3.997
-0.757 -0.214 0.185
0.323 -0.049 -0.267
0.146 -0.886 -0.050
1.047 -2.268 0.832
-0.468 -0.836 -0.389
-2.111 3.718 -1.101
-1.115 -1.884 -0.901
0.920 0.836 -0.099

The gap between HOMO and LUMO comes out at 9.9004 eV. The value obtained for the LUMO energy is -0.384 eV. The energy above the lowest of the compared OMol25 structures with the same formula, charge and spin is 1.451 eV. Its net charge is 0. As for the multiplicity: 1. Its electronic energy is -12078.94615 eV. Its HOMO energy is -0.3779 Eh.



Entry 3:
Density functional theory data (ωB97M-V with the def2-TZVPD basis set) for one molecule with the formula C3H2N6 in a non-equilibrium geometry.

CARTESIAN COORDINATES (ANGSTROEM)
C -0.208810 -0.308099 0.476724
C -0.039098 -0.681330 -2.195807
C -0.154246 1.128250 0.254248
N 0.273128 -0.515530 1.827270
N -0.634611 -1.303105 -0.137718
N 0.532865 0.346990 2.560542
N 0.538849 1.566932 2.488822
N 0.023654 1.900975 1.146900
N -0.842577 -1.318018 -1.448935
H 0.783584 0.094545 -1.828970
H -0.272739 -0.911610 -3.143077

Atomic forces in eV per Å
-0.617 -0.871 0.170
1.440 1.740 3.345
-0.189 -0.103 1.686
-0.668 -4.239 -2.371
0.845 -0.114 1.107
0.663 2.201 1.963
0.290 2.027 1.839
0.173 1.282 -2.112
-0.394 -0.024 -0.864
-1.456 -2.051 -0.908
-0.086 0.152 -3.854

The gap between HOMO and LUMO comes out at 7.6980 eV. The value obtained for the LUMO energy is -1.939 eV. The energy above the lowest of the compared OMol25 structures with the same formula, charge and spin is 4.597 eV. Its net charge is 0. As for the multiplicity: 1. Its electronic energy is -12075.80083 eV. Its HOMO energy is -0.3542 Eh.



Entry 4:
Density functional theory data (ωB97M-V with the def2-TZVPD basis set) for an isolated ion of composition C3H2NO2S and charge -1 in a non-equilibrium geometry.

CARTESIAN COORDINATES (ANGSTROEM)
C -0.025968 -1.353088 -0.031981
C -1.669620 0.476409 0.205257
C 1.285427 0.699794 -0.357208
N -1.210500 -0.576327 0.168959
O 1.895055 1.772901 -0.285267
O -2.060032 1.575874 0.322278
S 1.416183 -0.637824 0.755587
H -0.360622 -2.301488 0.475587
H 0.730077 0.343752 -1.253208

Atomic forces in eV per Å
-1.321 -2.650 0.105
0.035 2.018 0.506
2.788 1.534 -0.471
0.929 -2.814 -0.066
-1.310 -1.450 -0.058
-1.464 2.049 -0.066
-0.750 0.532 0.283
1.295 0.378 -0.487
-0.202 0.401 0.252

The gap between HOMO and LUMO comes out at 5.9520 eV. The value obtained for the LUMO energy is 3.660 eV. The energy above the lowest of the compared OMol25 structures with the same formula, charge and spin is 2.448 eV. Its net charge is -1. As for the multiplicity: 1. Its electronic energy is -19562.75816 eV. Its HOMO energy is -0.0842 Eh.



Entry 5:
Density functional theory data (ωB97M-V with the def2-TZVPD basis set) for a 2-piece molecular cluster, C3H2NO3 overall in a non-equilibrium geometry.

CARTESIAN COORDINATES (ANGSTROEM)
C -3.337115 -0.300511 0.201075
C 0.961266 -0.685755 0.287438
C 1.424443 0.504121 0.783287
N -2.414523 -0.778786 -0.355574
O 0.056989 -1.457893 -0.028335
O -4.342577 0.150711 0.602114
O 2.250026 -0.859487 0.576899
H 1.776631 1.244574 0.059583
H -1.394799 -1.011572 -0.213216

Atomic forces in eV per Å
-0.083 -0.054 -0.417
0.104 -0.345 0.470
-0.283 1.659 0.494
0.452 -0.295 -0.334
0.420 -0.150 -0.314
-0.817 0.443 0.644
0.012 -1.088 -0.453
-0.102 -0.157 -0.184
0.297 -0.014 0.094

The gap between HOMO and LUMO comes out at 6.9640 eV. The value obtained for the LUMO energy is 3.681 eV. The energy above the lowest of the compared OMol25 structures with the same formula, charge and spin is 2.799 eV. Its net charge is -1. As for the multiplicity: 1. Its electronic energy is -10774.97018 eV. Its HOMO energy is -0.1207 Eh.



Entry 6:
Density functional theory data (ωB97M-V with the def2-TZVPD basis set) for an isolated ion of composition C3H2NO3 and charge -1 in a non-equilibrium geometry.

CARTESIAN COORDINATES (ANGSTROEM)
O 1.239554 -3.105305 3.196458
C 1.279157 -2.302364 2.358125
N 1.460139 -1.316711 1.722270
C 1.178462 -0.344078 0.717302
O 1.982425 0.538477 0.449450
C -0.245128 -0.221107 0.196589
O -1.135126 -1.099176 0.307740
H -0.515227 0.707164 1.062007
H -0.087548 0.097320 -0.885853

Atomic forces in eV per Å
-0.207 -1.705 0.584
-0.150 1.770 -0.031
0.508 0.467 -1.049
0.500 1.567 0.073
0.129 -1.528 0.490
-0.147 1.851 0.643
-1.531 -2.703 0.382
0.800 -0.624 -1.926
0.098 0.904 0.834

The gap between HOMO and LUMO comes out at 6.7553 eV. The value obtained for the LUMO energy is 3.728 eV. The energy above the lowest of the compared OMol25 structures with the same formula, charge and spin is 2.354 eV. Its net charge is -1. As for the multiplicity: 1. Its electronic energy is -10775.41588 eV. Its HOMO energy is -0.1112 Eh.



Entry 7:
Density functional theory data (ωB97M-V with the def2-TZVPD basis set) for an isolated ion of composition C3H2NO3S and charge -1 in a non-equilibrium geometry.

CARTESIAN COORDINATES (ANGSTROEM)
O -2.932145 -0.985696 -0.066418
C -1.927800 -0.427735 0.162894
C -1.030540 0.490972 0.422171
N -0.152327 0.925846 -0.638293
S 1.596276 0.821272 -0.432602
O 2.003075 1.253288 0.916104
C 1.426859 -1.369852 -0.581601
O 1.844272 -1.848602 0.397810
H -0.509214 0.781292 1.303019
H -0.318454 0.359215 -1.483084

Atomic forces in eV per Å
-0.202 -0.586 -0.411
-0.436 0.634 1.344
1.894 -0.113 -1.297
-0.731 0.286 -1.158
0.122 -0.301 -2.090
-0.109 0.678 1.948
-0.152 -0.570 -0.113
0.077 -0.218 0.141
-0.665 -0.255 1.389
0.202 0.446 0.247

The gap between HOMO and LUMO comes out at 5.6926 eV. The value obtained for the LUMO energy is 3.652 eV. The energy above the lowest of the compared OMol25 structures with the same formula, charge and spin is 4.075 eV. Its net charge is -1. As for the multiplicity: 1. Its electronic energy is -21608.76851 eV. Its HOMO energy is -0.0750 Eh.



Entry 8:
Density functional theory data (ωB97M-V with the def2-TZVPD basis set) for C3H2NO6PS as an isolated structure in a non-equilibrium geometry.

CARTESIAN COORDINATES (ANGSTROEM)
C 0.993851 -0.812538 -0.005515
C -2.422027 1.747941 0.609926
C -3.023218 0.421004 0.196446
N -0.156531 -0.533791 0.569482
O -1.209780 1.809572 0.326717
O -1.900609 -2.140586 -1.130564
O 1.610869 -1.878424 0.086127
O -3.194920 2.523484 1.163060
O -3.283400 -2.558251 0.977255
O -0.883991 -1.470082 1.219184
P -2.306077 -1.758720 0.264516
S -4.361425 0.501990 -0.688523
H 1.471228 0.213168 -0.280274
H -0.570012 0.488713 0.462572

Atomic forces in eV per Å
1.349 0.253 1.670
-0.511 -1.885 0.332
0.606 -2.388 0.575
0.221 2.456 -0.845
1.619 1.574 0.183
-0.142 0.710 1.112
0.151 0.435 -0.906
0.169 1.218 0.168
-0.951 -0.519 1.577
-2.204 -1.009 -0.388
1.754 2.098 -2.232
-1.549 -0.405 -0.984
-0.538 -1.442 -0.375
0.027 -1.095 0.113

The gap between HOMO and LUMO (alpha / beta) comes out at 4.8925 / 7.1533 eV. The value obtained for the LUMO energy (alpha / beta) is 5.597 / 5.162 eV. Its expectation value of S² is 2.01. The energy above the lowest of the compared OMol25 structures with the same formula, charge and spin is 1.056 eV. Its net charge is -2. As for the multiplicity: 3. Its electronic energy is -37041.50693 eV. Its HOMO energy (alpha / beta) is 0.0259 / -0.0732 Eh.